Run A
Computed, not measured: a molecular structure, BrH2NOS2, with ωB97M-V/def2-TZVPD.

Cartesian coordinates (Å):
N: 0.489 0.494 0.434
O: -0.212 -2.039 0.228
S: -2.340 -0.024 0.174
S: -0.615 -0.687 -0.145
Br: 2.235 -0.131 0.050
H: 0.248 0.807 1.472
H: -0.158 -0.436 -1.346

Output
* LUMO level: -0.5 eV

***

Run B
Computed, not measured: a molecular structure, BrH2NOS2, with ωB97M-V/def2-TZVPD.

Cartesian coordinates (Å):
N: -0.582 0.455 0.779
O: 1.774 0.519 0.245
S: 0.674 -2.140 -0.051
S: 0.602 -0.207 -0.146
Br: -2.380 -0.261 0.067
H: -0.623 1.547 0.562
H: 0.534 0.086 -1.456

Output
* LUMO level: -1.7 eV

***

Quick one: least stable of them? run B

***

Run A
Computed, not measured: a single C8H8O2S2 molecule, with ωB97M-V/def2-TZVPD.

Cartesian coordinates (Å):
C: 0.244 0.892 1.175
C: 1.499 0.897 0.771
C: -2.219 0.559 0.280
C: -3.135 -0.417 -0.017
C: -0.959 0.060 0.737
C: 2.220 -0.015 -0.098
C: -1.025 -1.326 0.863
C: 1.569 -0.450 -1.419
O: 4.271 -1.761 -0.126
O: 3.554 0.657 -0.237
S: -2.377 -1.993 0.298
S: 3.728 -0.714 0.629
H: 0.149 1.502 2.121
H: 2.115 1.593 1.345
H: -2.467 1.653 0.205
H: -4.123 -0.336 -0.408
H: -0.190 -1.956 1.238
H: 0.529 -0.367 -1.434
H: 1.794 -1.599 -1.448
H: 2.087 -0.118 -2.273

Output
* LUMO level: 0.6 eV

***

Run B
Computed, not measured: 2 unconnected molecules or ions with the total composition C8H8O2S2, with ωB97M-V/def2-TZVPD.

Cartesian coordinates (Å):
C: 0.823 1.489 -1.865
C: -0.170 0.535 -2.223
C: 1.642 1.226 -0.883
C: -0.373 -0.567 -1.522
C: 1.715 -0.044 -0.211
C: 0.421 -0.870 -0.287
C: 0.036 -1.722 0.661
C: -1.502 -0.025 2.114
O: -0.407 -2.573 1.347
O: -2.084 0.613 1.013
S: -2.598 -1.337 2.413
S: -0.233 0.473 2.942
H: 0.861 2.480 -2.392
H: -0.721 0.750 -3.119
H: 2.476 1.866 -0.651
H: -1.216 -1.180 -1.775
H: 2.530 -0.566 -0.721
H: -1.702 1.511 1.007
H: -1.729 -2.048 3.284
H: 2.234 -0.009 0.867

Output
* structure (SMILES): O=C=C1C=CC=CC1.OC(=S)S
* LUMO level: 0.1 eV

***

Quick one: least stable of them? run A

***

Run A
Computed, not measured: a gas-phase ion, C2H8N (charge +1), with ωB97M-V/def2-TZVPD.

Cartesian coordinates (Å):
C: -0.966 -0.826 -0.214
C: 0.003 -0.034 0.643
N: 0.895 0.835 -0.236
H: -1.111 -1.809 0.216
H: -0.517 -0.984 -1.191
H: -1.902 -0.303 -0.366
H: 0.663 -0.723 1.163
H: -0.424 0.645 1.373
H: 1.326 1.614 0.269
H: 1.674 0.331 -0.660
H: 0.359 1.254 -0.995

Output
* structure (SMILES): CC[NH3+]
* charge: +1
* LUMO level: -4.0 eV

***

Run B
Computed, not measured: 2 unconnected molecules or ions with the total composition C2H8N, with ωB97M-V/def2-TZVPD.

Cartesian coordinates (Å):
C: -1.033 -0.420 -0.320
C: -1.930 0.148 0.537
N: 1.573 0.183 -0.157
H: -2.451 -0.357 1.341
H: -0.815 -0.115 -1.308
H: -1.039 -1.503 -0.274
H: -1.895 1.241 0.769
H: 1.918 0.952 -0.895
H: 2.100 0.395 0.691
H: 1.621 -0.778 -0.569
H: 0.351 0.339 -0.074

Output
* charge: +1
* LUMO level: -4.3 eV

***

Quick one: least stable of them? run B

***

Run A
Computed, not measured: 18 unconnected molecules or ions with the total composition C44H70N18O5S, with ωB97M-V/def2-TZVPD.

Cartesian coordinates (Å):
C: 2.366 0.977 -1.057
C: 1.878 -0.400 -1.584
C: 0.328 -0.456 -1.641
C: -0.260 -1.394 -0.580
C: -0.367 -0.757 0.805
C: -0.760 -1.759 1.892
C: 0.331 -2.779 2.257
C: 1.718 -2.203 2.208
C: 2.808 -3.125 2.746
C: 2.641 -4.629 2.443
O: 3.685 -5.042 1.577
N: 4.463 -6.023 2.184
O: 5.401 -6.267 1.537
S: 1.068 -5.164 1.659
O: 1.404 -5.792 0.421
O: 0.412 -6.005 2.617
O: 0.191 -3.896 1.329
H: 3.203 1.372 -1.623
H: 2.734 0.858 -0.037
H: 1.537 1.674 -1.035
H: 2.312 -0.659 -2.542
H: 2.225 -1.154 -0.876
H: -0.100 0.543 -1.565
H: 0.049 -0.850 -2.620
H: -1.250 -1.742 -0.875
H: 0.377 -2.280 -0.575
H: 0.512 -0.173 1.063
H: -1.190 -0.044 0.740
H: -1.159 -1.276 2.782
H: -1.568 -2.354 1.472
H: 0.127 -3.115 3.280
H: 2.003 -1.864 1.217
H: 1.693 -1.315 2.836
H: 3.741 -2.840 2.265
H: 2.962 -3.008 3.817
H: 2.703 -5.196 3.367
C: -5.368 -3.271 0.793
C: -4.345 -2.260 0.548
N: -3.545 -1.452 0.377
H: -5.450 -3.938 -0.061
H: -5.119 -3.847 1.675
H: -6.324 -2.779 0.952
C: 5.379 -2.062 -3.903
C: 4.715 -0.789 -3.657
N: 4.192 0.216 -3.465
H: 5.521 -2.189 -4.973
H: 6.349 -2.072 -3.408
H: 4.773 -2.880 -3.517
C: 0.939 -1.499 6.639
C: 1.184 -0.526 5.579
N: 1.369 0.245 4.746
H: 0.014 -1.252 7.157
H: 0.852 -2.496 6.211
H: 1.762 -1.483 7.350
C: -6.756 -6.372 3.928
C: -6.610 -6.166 2.492
N: -6.507 -5.987 1.362
H: -6.331 -7.330 4.214
H: -6.236 -5.583 4.461
H: -7.811 -6.354 4.196
C: 0.879 3.476 5.902
C: 0.965 4.128 7.203
N: 1.021 4.644 8.229
H: -0.053 3.756 5.416
H: 1.716 3.782 5.278
H: 0.908 2.397 6.023
C: -5.749 0.520 3.333
C: -5.734 -0.928 3.492
N: -5.698 -2.069 3.615
H: -4.729 0.889 3.249
H: -6.299 0.782 2.432
H: -6.234 0.981 4.190
C: -0.167 4.410 0.140
C: 0.170 3.233 0.933
N: 0.428 2.300 1.549
H: -0.718 4.109 -0.748
H: -0.780 5.089 0.729
H: 0.745 4.922 -0.162
C: -1.992 6.718 8.530
C: -2.250 5.742 7.478
N: -2.444 4.970 6.650
H: -1.543 6.218 9.386
H: -1.306 7.478 8.164
H: -2.925 7.189 8.832
C: 4.931 1.812 -6.897
C: 5.209 0.383 -6.837
N: 5.412 -0.745 -6.787
H: 5.861 2.366 -6.999
H: 4.298 2.029 -7.751
H: 4.426 2.119 -5.982
C: 2.751 5.045 -8.774
C: 4.005 4.407 -9.165
N: 4.992 3.900 -9.473
H: 2.489 5.810 -9.500
H: 1.963 4.306 -8.726
H: 2.869 5.509 -7.797
C: -0.852 6.031 -10.888
C: -0.507 5.443 -9.598
N: -0.230 4.984 -8.582
H: -1.736 5.541 -11.291
H: -1.056 7.092 -10.773
H: -0.024 5.902 -11.583
C: 8.365 -7.200 1.428
C: 9.232 -7.955 0.530
N: 9.914 -8.549 -0.178
H: 8.294 -7.710 2.387
H: 8.776 -6.204 1.584
H: 7.371 -7.111 1.001
C: -6.688 -4.564 8.101
C: -6.104 -5.667 7.349
N: -5.626 -6.520 6.746
H: -7.560 -4.907 8.654
H: -5.950 -4.177 8.802
H: -6.986 -3.766 7.424
C: -2.697 -5.867 9.569
C: -3.037 -4.466 9.797
N: -3.325 -3.366 9.964
H: -2.616 -6.058 8.501
H: -1.748 -6.098 10.049
H: -3.473 -6.506 9.985
C: 7.248 6.803 -9.932
C: 6.213 7.229 -8.999
N: 5.391 7.554 -8.264
H: 8.230 7.009 -9.512
H: 7.150 5.734 -10.114
H: 7.141 7.340 -10.872
C: -9.394 2.006 1.062
C: -9.245 1.479 2.415
N: -9.133 1.062 3.479
H: -10.317 1.635 0.623
H: -9.424 3.093 1.093
H: -8.554 1.688 0.448
C: 0.465 7.758 -14.664
C: -0.514 8.150 -13.656
N: -1.286 8.458 -12.864
H: 1.469 7.976 -14.307
H: 0.380 6.692 -14.867
H: 0.286 8.311 -15.584

Output
* LUMO level: 0.0 eV

***

Run B
Computed, not measured: 18 unconnected molecules or ions with the total composition C44H70N18O5S, with ωB97M-V/def2-TZVPD.

Cartesian coordinates (Å):
C: 0.642 -2.555 0.749
C: 0.109 -2.268 -0.795
C: 0.830 -0.880 -1.375
C: -0.337 0.296 -1.488
C: -0.640 1.040 -0.036
C: -1.944 2.057 -0.092
C: -3.392 1.241 -0.244
C: -3.411 -0.156 0.613
C: -4.868 -0.902 0.683
C: -5.772 -0.803 -0.680
O: -5.892 -2.178 -1.253
N: -7.180 -2.571 -1.271
O: -7.171 -3.764 -1.551
S: -5.101 0.334 -2.006
O: -4.988 -0.534 -3.318
O: -6.179 1.433 -2.329
O: -3.566 1.002 -1.685
H: 0.888 -3.708 0.926
H: -0.234 -2.314 1.520
H: 1.563 -1.859 1.006
H: 0.270 -3.189 -1.520
H: -1.049 -2.100 -0.729
H: 1.754 -0.550 -0.730
H: 1.240 -1.118 -2.458
H: -0.038 1.118 -2.299
H: -1.289 -0.249 -1.930
H: -0.668 0.283 0.857
H: 0.304 1.739 0.156
H: -1.959 2.863 0.756
H: -1.831 2.654 -1.120
H: -4.233 1.955 0.186
H: -2.612 -0.942 0.263
H: -3.111 0.135 1.731
H: -4.641 -2.061 0.849
H: -5.547 -0.564 1.588
H: -6.845 -0.416 -0.385
C: -0.977 5.727 -3.363
C: -0.413 4.637 -2.466
N: 0.055 3.733 -1.722
H: -1.006 5.379 -4.399
H: -1.991 5.984 -3.045
H: -0.349 6.620 -3.304
C: -1.469 -6.248 -2.453
C: -0.354 -5.690 -1.585
N: 0.572 -5.227 -0.864
H: -1.053 -6.921 -3.208
H: -2.181 -6.802 -1.835
H: -1.995 -5.431 -2.955
C: -5.441 2.572 3.833
C: -4.121 1.819 3.882
N: -3.026 1.195 3.923
H: -5.277 3.627 4.070
H: -5.877 2.495 2.833
H: -6.139 2.148 4.560
C: -4.718 8.657 -3.721
C: -3.751 7.757 -4.473
N: -2.948 7.010 -5.097
H: -5.747 8.399 -3.983
H: -4.582 8.531 -2.643
H: -4.534 9.702 -3.983
C: -1.251 2.019 6.782
C: -1.621 2.516 8.170
N: -1.929 2.928 9.322
H: -0.435 2.623 6.376
H: -0.930 0.975 6.834
H: -2.115 2.094 6.117
C: 0.859 7.302 0.692
C: -0.398 7.354 -0.161
N: -1.441 7.397 -0.869
H: 0.874 6.378 1.276
H: 1.745 7.333 0.052
H: 0.882 8.156 1.374
C: 3.643 0.053 2.952
C: 2.144 0.245 2.786
N: 0.901 0.405 2.649
H: 4.141 0.157 1.984
H: 4.041 0.803 3.640
H: 3.849 -0.944 3.353
C: 0.410 5.685 10.135
C: 0.438 5.477 8.629
N: 0.460 5.305 7.380
H: -0.623 5.691 10.492
H: 0.954 4.877 10.632
H: 0.881 6.639 10.388
C: 3.259 -8.056 -1.879
C: 2.002 -8.004 -2.731
N: 0.959 -7.960 -3.439
H: 3.274 -8.980 -1.294
H: 4.145 -8.025 -2.519
H: 3.282 -7.202 -1.196
C: 7.635 -7.666 -1.662
C: 6.733 -8.845 -1.990
N: 5.985 -9.823 -2.263
H: 8.683 -7.967 -1.737
H: 7.448 -6.848 -2.362
H: 7.436 -7.318 -0.644
C: 11.058 -6.389 -3.588
C: 9.802 -5.802 -2.964
N: 8.761 -5.316 -2.446
H: 11.328 -5.823 -4.484
H: 11.886 -6.342 -2.875
H: 10.884 -7.432 -3.864
C: -8.517 -6.506 -1.275
C: -8.698 -7.757 -2.120
N: -8.849 -8.794 -2.821
H: -9.491 -6.066 -1.047
H: -8.012 -6.759 -0.338
H: -7.913 -5.774 -1.818
C: -5.575 10.985 0.115
C: -6.194 9.967 -0.829
N: -6.707 9.122 -1.613
H: -5.910 11.991 -0.151
H: -5.876 10.769 1.144
H: -4.485 10.943 0.046
C: -8.581 8.287 2.135
C: -7.465 8.845 3.003
N: -6.539 9.308 3.724
H: -8.165 7.615 1.380
H: -9.292 7.733 2.753
H: -9.106 9.104 1.633
C: 7.287 -12.505 -0.002
C: 7.637 -11.167 0.629
N: 7.927 -10.058 1.153
H: 6.767 -13.135 0.724
H: 6.637 -12.349 -0.868
H: 8.198 -13.013 -0.328
C: 4.547 9.243 -1.314
C: 3.291 9.830 -0.690
N: 2.250 10.316 -0.172
H: 4.817 9.809 -2.210
H: 5.375 9.290 -0.601
H: 4.373 8.199 -1.590
C: 13.287 -10.014 -4.603
C: 13.637 -8.677 -3.971
N: 13.927 -7.567 -3.448
H: 12.767 -10.645 -3.876
H: 12.637 -9.859 -5.469
H: 14.198 -10.523 -4.928

Output
* LUMO level: -0.3 eV

***

Quick one: least stable of them? run B

***

Run A
Computed, not measured: a single C3H5N molecule, with ωB97M-V/def2-TZVPD.

Cartesian coordinates (Å):
C: -0.610 -0.273 0.073
C: 0.836 -0.574 -0.017
C: 2.006 -0.899 -0.093
H: -0.428 1.814 0.228
H: -1.919 1.345 -0.227
H: -0.881 -0.497 1.136
H: -1.114 -0.993 -0.601
H: 3.051 -1.052 -0.152
N: -0.942 1.128 -0.347

Output
* structure (SMILES): C#CCN
* LUMO level: 1.0 eV

***

Run B
Computed, not measured: a single C3H5N molecule, with ωB97M-V/def2-TZVPD.

Cartesian coordinates (Å):
C: 1.518 0.165 -0.177
C: -0.914 -0.490 -0.161
C: 0.174 0.503 0.319
N: 2.614 -0.121 -0.373
H: -1.799 0.105 -0.201
H: -0.740 -0.785 -1.175
H: -1.023 -1.366 0.531
H: 0.277 0.585 1.313
H: -0.108 1.405 -0.075

Output
* structure (SMILES): CCC#N
* LUMO level: 0.8 eV

***

Run C
Computed, not measured: 2 unconnected molecules or ions with the total composition C3H5N, with ωB97M-V/def2-TZVPD.

Cartesian coordinates (Å):
C: -1.480 0.468 0.168
C: -0.205 0.095 -0.270
C: 1.115 -0.390 0.332
N: -1.415 -0.695 -0.299
H: -2.191 1.032 0.545
H: -0.188 0.953 -1.997
H: 1.358 -1.483 0.232
H: 1.036 -0.134 1.429
H: 1.970 0.154 -0.140

Output
* LUMO level (alpha / beta): 0.7 / 0.7 eV

***

Quick one: least stable of them? run C

***

Run A
Computed, not measured: a single C7H14Si molecule, with ωB97M-V/def2-TZVPD.

Cartesian coordinates (Å):
C: 1.338 -1.870 0.105
C: 0.633 -1.985 -0.949
C: 0.015 -1.142 0.282
C: -1.105 -1.846 1.057
C: 1.386 1.212 -1.210
C: 0.422 1.638 1.595
C: -1.534 1.013 -1.063
Si: 0.061 0.711 -0.074
H: 2.135 -2.246 0.599
H: 0.335 -2.376 -1.968
H: -2.096 -1.700 0.604
H: -1.230 -1.455 2.015
H: -0.875 -2.855 1.182
H: 1.610 2.330 -1.157
H: 2.392 0.739 -0.945
H: 1.054 0.960 -2.221
H: 0.034 1.029 2.506
H: 1.358 1.966 1.946
H: -0.318 2.549 1.622
H: -1.245 1.142 -2.107
H: -2.287 0.293 -1.086
H: -2.085 1.894 -0.734

Output
* structure (SMILES): CC1([Si](C)(C)C)C=C1
* LUMO level: 1.0 eV

***

Run B
Computed, not measured: 2 unconnected molecules or ions with the total composition C7H14Si, with ωB97M-V/def2-TZVPD.

Cartesian coordinates (Å):
C: -3.600 -0.637 -0.593
C: -0.658 -2.356 0.036
C: -3.283 0.069 0.416
C: 0.005 -1.255 -0.103
C: 2.684 -0.261 -0.445
C: 0.880 1.091 1.759
C: 0.310 1.567 -1.212
Si: 0.954 0.288 -0.081
H: -3.062 -1.549 -0.904
H: -4.517 -0.537 -1.237
H: -0.999 -2.870 0.900
H: -1.020 -2.837 -0.931
H: -2.770 -0.006 1.343
H: 2.855 -0.587 -1.515
H: 3.394 0.617 -0.373
H: 3.151 -1.163 0.160
H: 0.119 0.860 2.421
H: 1.794 0.848 2.241
H: 0.930 2.183 1.451
H: 1.164 2.016 -1.648
H: -0.360 1.038 -1.905
H: -0.413 2.161 -0.687

Output
* LUMO level (alpha / beta): -2.1 / -2.1 eV

***

Quick one: least stable of them? run B

***

Run A
Computed, not measured: a single CH3N3O molecule, with ωB97M-V/def2-TZVPD.

Cartesian coordinates (Å):
C: -0.029 0.822 -0.125
N: 1.257 1.286 -0.140
N: 2.273 0.706 0.036
N: 0.899 -1.253 -0.217
O: 2.075 -0.711 0.079
H: -0.526 0.507 0.727
H: -0.596 0.827 -0.985
H: 0.297 -1.556 0.640

Output
* LUMO level (alpha / beta): -0.3 / -0.3 eV

***

Run B
Computed, not measured: 2 unconnected molecules or ions with the total composition CH3N3O, with ωB97M-V/def2-TZVPD.

Cartesian coordinates (Å):
C: 1.506 -1.137 -1.158
N: -1.720 0.931 1.173
N: 0.438 -0.911 -0.531
N: -0.642 0.575 0.808
O: 2.328 -1.068 -1.988
H: -2.035 1.966 1.229
H: 0.247 -1.627 0.174
H: -0.122 1.273 0.293

Output
* structure (SMILES): [H]/N=N\[H].N=C=O
* LUMO level: 0.5 eV

***

Quick one: least stable of them? run A

***

Run A
Computed, not measured: a single C10H13N3O molecule, with ωB97M-V/def2-TZVPD.

Cartesian coordinates (Å):
C: -1.076 2.039 1.054
C: -0.840 1.344 -1.071
C: 0.464 1.667 -0.982
C: -1.692 1.288 0.147
C: 0.734 -1.573 1.188
C: -2.969 0.642 0.299
C: 1.145 1.824 0.396
C: -0.121 -2.713 0.989
C: -3.414 -0.352 -0.744
C: 2.443 2.623 0.227
N: 0.233 2.438 1.330
N: 0.679 -0.566 0.420
N: 1.575 0.472 0.661
O: -3.654 0.805 1.294
H: -1.339 1.023 -2.052
H: 1.212 1.495 -1.845
H: 1.525 -1.714 2.103
H: -0.591 -2.531 0.102
H: 0.255 -3.709 1.157
H: -0.798 -2.797 1.886
H: -4.028 -1.041 -0.372
H: -2.583 -0.852 -1.405
H: -4.003 0.267 -1.561
H: 2.765 2.951 1.247
H: 2.304 3.652 -0.129
H: 3.271 2.246 -0.440
H: 2.287 0.457 1.454

Output
* structure (SMILES): C/C=N/N[C@@]1(C)C=CC(C(C)=O)=C=N1
* LUMO level (alpha / beta): -0.9 / -1.6 eV

***

Run B
Computed, not measured: 2 unconnected molecules or ions with the total composition C10H13N3O, with ωB97M-V/def2-TZVPD.

Cartesian coordinates (Å):
C: 3.806 0.763 -0.281
C: 2.812 0.108 -1.051
C: -2.724 2.198 -0.516
C: -2.541 1.843 0.834
C: 3.180 1.386 0.766
C: -2.029 1.249 -1.219
C: 1.629 0.407 -0.448
C: -1.604 -2.723 0.461
C: -0.684 -0.672 -0.572
C: -0.435 -1.729 0.455
N: -1.791 0.768 0.946
N: 1.841 1.141 0.664
N: -1.485 0.396 -0.304
O: 0.741 -2.440 0.159
H: 4.858 0.758 -0.488
H: 2.969 -0.468 -1.941
H: -3.284 3.024 -0.904
H: -2.927 2.328 1.708
H: 3.581 1.973 1.568
H: -1.870 1.109 -2.268
H: -2.521 -2.218 0.754
H: -1.725 -3.161 -0.526
H: -1.386 -3.514 1.169
H: -0.586 -0.940 -1.612
H: -0.368 -1.259 1.449
H: 1.123 1.467 1.289
H: 1.420 -1.794 -0.094

Output
* LUMO level (alpha / beta): -0.5 / -0.5 eV

***

Quick one: least stable of them? run A